Formula: C4H12NO
Source: the Open Molecules 2025 dataset
Level of theory: the ωB97M-V functional and the def2-TZVPD basis

Bonds (Å) are listed after each position.
Atoms and positions in Å:
1 C -0.860 -1.770 0.897  C2 1.514, H7 1.091, H8 1.089, H9 1.091
2 C -0.634 -1.225 -0.497  C1 1.514, N3 1.521, H10 1.088, H11 1.088
3 N 0.748 -0.607 -0.640  C2 1.521, C4 1.509, H12 1.023, H13 1.019
4 C 0.791 0.897 -0.755  N3 1.509, C5 1.529, H14 1.089, H15 1.089
5 C 0.321 1.602 0.517  C4 1.529, O6 1.403, H16 1.093, H17 1.094
6 O 0.212 2.971 0.228  C5 1.403, H18 0.965
7 H -0.716 -1.013 1.669  C1 1.091
8 H -1.882 -2.136 0.976  C1 1.089
9 H -0.198 -2.612 1.105  C1 1.091
10 H -1.343 -0.446 -0.772  C2 1.088
11 H -0.696 -2.021 -1.236  C2 1.088
12 H 1.320 -0.901 0.155  N3 1.023
13 H 1.204 -0.992 -1.467  N3 1.019
14 H 0.161 1.173 -1.599  C4 1.089
15 H 1.822 1.161 -0.989  C4 1.089
16 H -0.614 1.174 0.887  C5 1.093
17 H 1.071 1.486 1.305  C5 1.094
18 H -0.709 3.259 0.219  O6 0.965

As for the charge: +1. The calculation puts the strongest force on any atom at 0.2 eV/Å. The HOMO energy is -14.82 eV. As for the multiplicity: 1. For the orbital gap, the calculation gives 11.4479 eV. The energy above the lowest of the compared OMol25 structures with the same formula, charge and spin comes out at 94.0 kJ/mol. The calculation puts the LUMO energy at -3.37 eV. The value obtained for the molar mass is 90.1 g/mol. Its SMILES is CC[NH2+]CCO.